1.
Computed, not measured: C52H62Br2INO13P2S as an isolated structure at a distorted geometry, with ωB97M-V/def2-TZVPD.

Summary:
- E_HOMO: -0.3207 hartree
- LUMO energy: -0.0395 Eh
- Molar mass: 1289.79 g mol⁻¹
- Kohn-Sham gap: 0.2812 hartree

ORCA input file:
```
! RIJCOSX wB97M-V def2-TZVPD def2/J DEFGRID3
* xyz 0 1
C -3.198 -3.180 0.784
C -2.827 -1.838 0.890
C -3.067 -0.759 -0.279
I -3.518 1.113 0.735
O -3.927 -1.190 -1.299
C -5.309 -1.281 -1.151
Br -6.175 -1.472 0.596
C -5.729 -2.635 -1.962
O -4.624 -3.114 -2.745
C -5.104 -4.146 -3.657
C -4.359 -5.548 -3.436
P -6.311 0.076 -2.096
O -6.076 -0.092 -3.773
O -6.003 1.635 -1.540
S -8.237 -0.230 -1.801
C -1.586 -0.747 -1.014
C -0.470 -0.696 0.151
O 0.759 -0.079 -0.335
C 1.857 -0.353 0.564
C 2.427 1.077 1.034
O -1.528 -2.040 -1.573
C -0.855 -2.278 -2.803
C 0.686 -1.914 -2.868
C 1.555 -2.737 -3.881
N 2.852 -2.677 -3.721
C -0.887 -3.905 -2.876
C -0.139 -4.614 -1.670
C 0.773 -5.805 -2.266
C 1.988 -6.000 -1.265
O 1.570 -6.635 -0.039
C -1.699 -1.902 -4.130
C -1.041 -0.841 -5.099
C -0.441 -1.466 -6.452
C 0.155 -0.371 -7.433
C 1.103 0.692 -6.738
O 0.332 1.891 -6.459
C 0.692 2.471 -5.201
P -1.263 0.760 -2.104
O -0.915 2.148 -1.135
Br -3.179 1.420 -3.197
H -4.126 -3.569 0.290
H -2.519 -3.922 1.309
H -2.380 -1.526 1.885
H -5.932 -3.434 -1.173
H -6.689 -2.508 -2.537
H -4.940 -3.719 -4.698
H -6.210 -4.352 -3.519
H -5.151 -6.353 -3.319
H -3.810 -5.772 -4.399
H -3.688 -5.496 -2.533
H -6.981 -0.199 -4.140
H -6.422 2.220 -2.209
H -0.157 -1.745 0.466
H -0.790 -0.062 1.031
H 2.647 -0.940 0.015
H 1.488 -0.853 1.512
H 3.161 1.460 0.263
H 1.537 1.786 1.025
H 2.901 1.011 2.064
H 0.905 -0.809 -3.029
H 1.117 -2.132 -1.835
H 1.184 -3.414 -4.699
H 3.317 -3.251 -4.436
H -0.638 -4.290 -3.902
H -1.998 -4.134 -2.736
H 0.420 -3.933 -0.970
H -0.922 -5.145 -1.030
H 0.126 -6.745 -2.258
H 1.073 -5.605 -3.335
H 2.445 -4.978 -1.094
H 2.770 -6.687 -1.714
H 0.803 -6.177 0.341
H -1.998 -2.801 -4.739
H -2.672 -1.457 -3.731
H -1.898 -0.184 -5.476
H -0.323 -0.113 -4.622
H -1.261 -2.013 -7.027
H 0.366 -2.230 -6.266
H 0.786 -0.937 -8.198
H -0.621 0.203 -8.023
H 1.962 1.018 -7.416
H 1.538 0.347 -5.751
H 0.510 3.592 -5.160
H 0.043 2.037 -4.363
H 1.773 2.304 -4.907
H -1.550 2.858 -1.368
C 1.982 5.214 0.807
C 2.948 4.554 0.052
C 4.296 4.739 0.333
C 4.683 5.596 1.362
C 3.715 6.276 2.102
C 2.363 6.074 1.829
C 4.112 7.227 3.167
O 3.268 7.817 3.816
C 5.554 7.453 3.423
C 5.945 8.386 4.382
C 7.294 8.596 4.638
C 8.258 7.868 3.945
C 7.873 6.941 2.985
C 6.521 6.738 2.715
C 6.122 5.772 1.664
O 6.965 5.138 1.055
H 0.930 5.062 0.594
H 2.650 3.893 -0.753
H 5.045 4.219 -0.254
H 1.606 6.589 2.410
H 5.199 8.954 4.927
H 7.596 9.326 5.381
H 9.311 8.027 4.151
H 8.628 6.380 2.445
C 1.961 -1.082 9.465
C 2.815 -1.132 8.366
C 2.328 -0.860 7.094
C 0.981 -0.548 6.915
C 0.121 -0.522 8.014
C 0.617 -0.778 9.291
C -1.323 -0.240 7.833
O -2.073 -0.213 8.791
C -1.839 0.000 6.465
C -3.205 0.210 6.270
C -3.695 0.449 4.991
C -2.824 0.488 3.905
C -1.465 0.274 4.096
C -0.971 0.020 5.374
C 0.476 -0.242 5.557
O 1.237 -0.212 4.605
H 2.344 -1.286 10.459
H 3.861 -1.382 8.502
H 2.997 -0.895 6.242
H -0.044 -0.746 10.150
H -3.887 0.184 7.112
H -4.758 0.606 4.841
H -3.205 0.682 2.897
H -0.791 0.301 3.246
*
```



2.
Computed, not measured: C52H64BN9O7P2S4SbTi as an isolated structure at a distorted geometry, with ωB97M-V/def2-TZVPD.

Summary:
- E_HOMO (spin up / spin down): -0.0893 / -0.0901 hartree
- LUMO energy (spin up / spin down): 0.0803 / 0.0804 Eh
- Molar mass: 1297.80 g mol⁻¹
- Kohn-Sham gap (spin up / spin down): 0.1697 / 0.1704 hartree

ORCA input file:
```
! RIJCOSX wB97M-V def2-TZVPD def2/J DEFGRID3
* xyz -1 1
Ti 0.460 0.719 0.224
C 0.403 -1.245 4.645
C 0.037 -0.159 5.657
C -0.474 -0.820 6.939
C 1.242 0.730 5.983
N -1.005 0.693 5.088
C -2.213 1.001 5.669
C -2.833 1.890 4.868
N -2.027 2.140 3.796
B -2.429 3.004 2.609
N -1.327 4.078 2.354
C -1.299 5.166 3.186
C -0.467 6.095 2.674
N 0.052 5.588 1.505
C -0.458 4.320 1.351
S 0.029 3.281 0.107
C 0.736 6.379 0.477
C -0.162 6.428 -0.766
C 0.980 7.804 0.986
C 2.090 5.773 0.107
N -2.798 2.158 1.376
C -3.209 2.806 0.234
C -4.034 1.997 -0.458
N -4.163 0.823 0.245
C -3.379 0.927 1.358
S -3.218 -0.255 2.529
C -5.113 -0.250 -0.064
C -5.854 0.082 -1.360
C -6.122 -0.351 1.089
C -4.388 -1.585 -0.253
C -0.917 1.392 3.924
S 0.406 1.458 2.866
H 1.085 -1.963 5.093
H 0.884 -0.799 3.778
H -0.497 -1.761 4.318
H 0.312 -1.451 7.347
H -1.340 -1.445 6.728
H -0.735 -0.077 7.691
H 2.055 0.129 6.381
H 0.965 1.485 6.718
H 1.576 1.229 5.077
H -2.555 0.562 6.581
H -3.789 2.364 4.964
H -3.415 3.618 2.930
H -1.887 5.194 4.079
H -0.203 7.052 3.070
H -1.146 6.823 -0.519
H -0.282 5.427 -1.172
H 0.294 7.060 -1.524
H 0.048 8.317 1.213
H 1.493 8.361 0.205
H 1.618 7.795 1.867
H 1.950 4.823 -0.401
H 2.697 5.628 0.998
H 2.614 6.449 -0.565
H -2.892 3.804 0.016
H -4.502 2.171 -1.400
H -6.441 0.992 -1.257
H -6.531 -0.736 -1.591
H -5.145 0.186 -2.176
H -6.629 0.602 1.238
H -5.607 -0.623 2.006
H -6.858 -1.118 0.861
H -3.612 -1.466 -1.005
H -5.101 -2.337 -0.586
H -3.945 -1.915 0.683
N 4.023 -0.805 1.145
C 4.610 0.418 0.925
C 5.926 0.827 0.823
C 6.160 2.193 0.669
C 5.120 3.113 0.642
C 3.796 2.710 0.727
C 3.545 1.351 0.840
N 2.349 0.700 0.932
C 2.649 -0.616 1.111
C 1.610 -1.549 1.273
C 1.597 -2.876 1.679
S -0.033 -3.454 1.811
C -0.610 -1.909 1.272
N 0.341 -1.028 1.059
H 4.474 -1.701 1.074
H 6.748 0.126 0.851
H 7.178 2.545 0.579
H 5.344 4.168 0.554
H 2.963 3.393 0.725
H 2.416 -3.518 1.923
H -1.660 -1.678 1.286
O -1.664 2.415 -2.299
P -1.662 0.850 -2.005
O -2.863 0.179 -2.488
O -1.194 0.576 -0.583
O -0.391 0.396 -2.967
P 1.051 0.856 -2.446
O 1.958 0.530 -3.718
O 1.069 2.305 -2.139
O 1.456 -0.079 -1.344
H -0.765 2.770 -2.175
H 1.823 1.224 -4.359
C 2.454 -2.177 -5.152
C 0.973 -2.002 -5.321
C 0.497 -1.730 -6.603
C -0.848 -1.555 -6.859
C -1.752 -1.654 -5.816
C -1.291 -1.913 -4.539
C 0.065 -2.079 -4.268
Sb 0.321 -2.461 -2.104
C 2.460 -2.999 -1.763
C 3.431 -2.052 -2.072
C 4.768 -2.246 -1.770
C 5.161 -3.405 -1.126
C 4.204 -4.344 -0.793
C 2.856 -4.164 -1.096
C 1.911 -5.259 -0.707
C -0.214 -4.527 -2.728
C 0.495 -5.115 -3.762
C 0.187 -6.372 -4.247
C -0.863 -7.074 -3.687
C -1.581 -6.505 -2.653
C -1.272 -5.237 -2.169
C -2.085 -4.681 -1.036
H 2.893 -2.597 -6.056
H 2.675 -2.825 -4.308
H 2.921 -1.210 -4.967
H 1.208 -1.660 -7.418
H -1.183 -1.346 -7.867
H -2.810 -1.522 -5.994
H -2.008 -1.959 -3.728
H 3.148 -1.129 -2.553
H 5.499 -1.495 -2.036
H 6.203 -3.581 -0.888
H 4.505 -5.249 -0.282
H 2.327 -5.856 0.103
H 1.725 -5.913 -1.557
H 0.953 -4.860 -0.393
H 1.322 -4.577 -4.196
H 0.757 -6.802 -5.061
H -1.123 -8.058 -4.053
H -2.399 -7.060 -2.212
H -1.616 -4.914 -0.078
H -3.084 -5.112 -1.031
H -2.174 -3.598 -1.119
*
```